No. 1
Entry from the Open Molecules 2025 dataset: a cluster of 2 separate species, C6H18NP2S2 in total in a non-equilibrium geometry (wB97M-V/def2-TZVPD).

Output
Orbital gap (spin up / spin down) in eV: 4.1 / 4.2
HOMO (spin up / spin down) in Eh: -0.40202 / -0.40617
Total charge: +1
Relative energy (zero: lowest compared OMol25 entry of this formula, charge and spin) in eV: 3.838

Element x y z (Å)
C 2.32356 -1.97112 -0.05049
H 3.15580 1.05490 0.86249
H -0.83119 -0.92412 4.03573
P 1.51374 -0.33155 -0.28005
C 2.77791 0.95460 -0.09083
H 3.66470 0.80361 -0.78393
H 3.27614 -1.85691 0.50807
H 2.54603 1.89266 -0.56325
C -1.64392 -1.76657 1.11287
H -0.78466 3.06584 1.72572
H -1.33317 -2.56829 1.61354
H -2.46647 -0.43993 -4.81533
H -0.22084 2.36346 0.06350
S -0.50312 -0.91392 -3.51238
P -0.83313 -0.17359 1.65270
H -0.32432 0.82377 3.61613
C -0.94953 0.04975 3.36193
H -1.29062 -1.79747 0.02707
S -2.08834 1.17537 0.75864
C -1.10605 2.69999 0.74930
H -1.32279 1.04939 -4.77584
H 1.59804 -2.53207 0.56056
H -1.53731 3.59315 0.27057
N 0.71083 0.05268 1.13668
C -1.31066 -0.05846 -4.88170
H -0.92930 -0.40637 -5.85587
H -1.93034 0.36725 3.45043
H -2.67109 -1.62868 1.12536
H 2.51010 -2.57737 -1.02163



No. 2
Entry from the Open Molecules 2025 dataset: an isolated molecule of C3H2INS in a non-equilibrium geometry (wB97M-V/def2-TZVPD).

Output
Orbital gap in eV: 9.4
HOMO in Eh: -0.33232
Relative energy (zero: lowest compared OMol25 entry of this formula, charge and spin) in eV: 0.265

Element x y z (Å)
C 0.91685 -0.10671 -0.00537
H -1.78403 1.89645 0.04705
I 2.97911 -0.20322 -0.01554
C 0.07910 -1.13466 -0.03029
C -1.01808 1.03267 -0.00052
N 0.21180 1.27001 -0.04355
S -1.59200 -0.62368 -0.00413
H 0.20725 -2.13085 0.05237



No. 3
Entry from the Open Molecules 2025 dataset: a structure of composition C33H40N5O7S3SeTi (wB97M-V/def2-TZVPD).

Output
Orbital gap in eV: 6.0
HOMO in Eh: -0.36219
Total charge: +1
Relative energy (zero: lowest compared OMol25 entry of this formula, charge and spin) in eV: 1.689

Element x y z (Å)
H -1.06154 -3.44702 -0.82242
C 2.14876 -4.22618 -0.88249
C -2.48294 -1.24665 3.98902
C -4.57195 4.15980 2.51880
H 0.81570 -3.68343 1.81813
C 0.88018 -6.11285 -1.70998
S -0.73905 -0.84811 3.73944
H -3.89914 4.56636 3.26486
H 1.04006 -2.35803 3.74242
C 3.09921 4.11603 -0.60119
H 0.22992 -4.79597 -0.15662
H -4.14919 2.13953 -0.15777
H -0.18109 4.65076 3.25784
C -2.98047 0.14591 -2.48741
C 2.99494 2.86690 0.02835
S -3.22219 -1.16613 1.26571
H 1.94872 5.59473 -1.71337
H 0.34249 4.51867 1.57552
Se -3.44137 -1.08768 -3.62476
N -1.74124 4.33870 1.91381
C 4.38759 4.91811 -0.50736
H -5.26904 3.48583 3.01552
C 3.23127 -4.60684 -1.69077
C 1.71077 0.18025 -3.85350
C -2.78410 -2.51895 0.13856
C -3.19373 -2.01556 2.87795
H -2.59714 -1.79935 4.92296
H 2.09387 -1.23603 0.67629
O -1.46141 3.43638 -1.50524
H 1.83881 -7.27293 -3.23825
H -3.47104 -2.48302 -0.70717
H 5.27156 -4.11996 -3.41713
C 5.49005 -4.22884 -2.35359
C 1.01274 -5.02001 -0.86688
H -0.92848 -3.71866 1.87738
C 1.58333 -1.18303 -1.40856
H -2.97094 -3.46259 0.64945
C 2.56992 -1.47447 -2.34643
O -0.21530 0.24986 -0.76457
H 6.27854 -3.53962 -2.07091
N -2.66717 0.98417 -1.71083
C 1.63531 -1.88456 -0.07321
C 2.64132 -0.80159 -3.55434
H -5.13783 4.96760 2.05554
H 3.87148 2.41767 0.47727
C 1.79178 2.21516 0.07618
S -0.16541 -1.81303 0.72607
H 0.00287 1.26378 -3.15401
H -2.73564 -2.99509 2.74441
H -2.95448 -0.27409 4.14637
H 3.91032 -5.97213 -3.20604
O 4.31032 5.61817 0.52417
C 0.77077 3.95957 -1.04313
H -0.01691 -6.71722 -1.68679
O -0.79629 5.53040 -1.96413
N 2.31499 -3.09652 -0.02139
H -0.43239 -3.19663 4.13721
C -4.64441 2.43274 0.75821
H -4.85865 1.54239 1.35151
H -4.22137 -2.19922 3.19344
O 5.24326 4.74900 -1.37320
C -2.50646 3.33320 1.49238
H -3.04428 5.83949 1.22330
H 2.86423 -3.24894 0.80737
C -0.34859 4.12328 2.31944
N 0.67079 2.75464 -0.44400
Ti -1.19693 1.82342 -0.64145
N -3.83285 3.38580 1.51963
H -2.33779 6.16414 2.82707
C 0.73842 0.50258 -2.92288
H 3.31461 -2.21720 -2.10453
H 1.74352 0.70372 -4.80044
H 3.43130 -1.03999 -4.25430
H 1.68393 1.24344 0.53896
C 3.09893 -5.69269 -2.54940
C -2.15654 5.74196 1.83901
O 4.35927 -3.87240 -1.55891
C -0.00264 -2.47104 3.44471
H -0.15998 3.06754 2.46872
C -0.54167 4.43677 -1.57382
H -5.57925 2.92472 0.49887
C -0.06512 -3.06885 2.01184
H 5.80762 -5.25030 -2.14427
C 0.69201 -0.15011 -1.69529
C -1.36661 -2.46897 -0.45277
C 1.93996 4.64595 -1.19416
O -1.92737 2.24533 1.04922
H -1.34994 6.29978 1.36450
C 1.92368 -6.42967 -2.56440
H -1.32121 -1.77211 -1.29336